This record from OMol25 describes a cluster of 11 separate species, C51H121N3O11 in total in a non-equilibrium geometry. The level of theory is ωB97M-V with the def2-TZVPD basis set.

Properties
E_tot in eV: -81831.5393
SMILES: CC1(C)CCCC(C)(C)N1O.CC1(C)CCCC(C)(C)N1O.CC1(C)CCCC(C)(C)N1O.CC(C)O.CC(C)O.CC(C)O.CC(C)O.CC(C)O.CC(C)O.CC(C)O.CC(C)O
E_HOMO in eV: -8.13
Energy relative to the best compared isomer or geometry (same formula, charge and spin) in kJ/mol: 820.1
Orbital gap in eV: 8.38

Positions of all 186 atoms, in Å:
C (4.10, 1.14, 5.24)
C (2.78, 0.27, 5.34)
C (3.20, -1.20, 5.68)
C (1.98, -2.06, 6.19)
C (1.29, -1.40, 7.43)
C (0.77, 0.11, 7.10)
N (1.92, 0.82, 6.42)
O (1.57, 2.12, 6.19)
C (-0.55, -0.05, 6.26)
C (0.53, 0.72, 8.51)
C (2.08, 0.45, 3.88)
H (4.45, 1.04, 6.26)
H (3.81, 2.14, 4.92)
H (4.84, 0.87, 4.49)
H (3.27, -1.76, 4.75)
H (4.06, -1.33, 6.33)
H (2.43, -2.95, 6.63)
H (1.24, -2.40, 5.47)
H (2.03, -1.38, 8.22)
H (0.44, -2.06, 7.62)
H (-1.38, -0.60, 6.69)
H (-0.84, 0.98, 6.07)
H (-0.28, -0.47, 5.29)
H (-0.02, 1.66, 8.60)
H (-0.19, 0.09, 9.03)
H (1.44, 0.76, 9.12)
H (1.27, -0.24, 3.68)
H (2.70, 0.19, 3.02)
H (1.71, 1.47, 3.76)
H (0.94, 2.01, 5.48)
C (-0.97, 0.04, 1.59)
C (-0.25, -0.30, 0.21)
C (-0.63, -1.83, -0.01)
C (-0.52, -2.26, -1.48)
C (-1.22, -1.26, -2.45)
C (-0.72, 0.21, -2.25)
N (-0.85, 0.53, -0.85)
O (-0.73, 1.90, -0.60)
C (0.74, 0.39, -2.83)
C (-1.85, 1.13, -2.96)
C (1.28, -0.19, 0.26)
H (-0.62, 1.01, 1.93)
H (-0.71, -0.62, 2.42)
H (-2.04, 0.11, 1.39)
H (0.02, -2.52, 0.52)
H (-1.64, -1.96, 0.37)
H (-0.94, -3.22, -1.77)
H (0.52, -2.45, -1.76)
H (-2.31, -1.30, -2.33)
H (-0.79, -1.47, -3.43)
H (0.94, 1.14, -3.60)
H (1.43, 0.84, -2.11)
H (1.07, -0.58, -3.18)
H (-1.69, 0.97, -4.03)
H (-2.82, 0.71, -2.67)
H (-1.74, 2.19, -2.75)
H (1.54, -0.65, 1.21)
H (1.58, 0.85, 0.35)
H (1.86, -0.72, -0.49)
H (-1.64, 2.18, -0.43)
C (0.65, 4.25, -3.53)
C (1.57, 5.08, -2.68)
C (0.60, 5.57, -1.56)
C (1.43, 6.07, -0.41)
C (2.35, 5.05, 0.20)
C (3.33, 4.50, -0.87)
N (2.65, 4.19, -2.19)
O (3.52, 3.78, -3.16)
C (4.51, 5.46, -1.01)
C (3.81, 3.14, -0.23)
C (2.15, 6.27, -3.42)
H (1.19, 3.89, -4.41)
H (-0.20, 4.87, -3.82)
H (0.19, 3.39, -3.05)
H (0.16, 6.51, -1.87)
H (-0.02, 4.75, -1.19)
H (0.76, 6.41, 0.38)
H (1.94, 7.01, -0.58)
H (1.77, 4.16, 0.48)
H (2.89, 5.52, 1.01)
H (4.14, 6.49, -0.96)
H (5.20, 5.35, -0.17)
H (5.15, 5.30, -1.88)
H (3.30, 2.25, -0.59)
H (4.84, 2.91, -0.48)
H (3.82, 3.16, 0.86)
H (1.46, 7.05, -3.74)
H (2.75, 5.99, -4.28)
H (2.88, 6.88, -2.89)
H (3.34, 2.84, -3.22)
C (0.89, -1.76, -7.22)
C (0.05, -2.62, -6.19)
C (-1.50, -2.55, -6.33)
O (0.34, -3.89, -6.49)
H (0.58, -0.72, -7.12)
H (0.64, -2.08, -8.23)
H (1.93, -2.03, -7.01)
H (0.44, -2.36, -5.21)
H (-2.02, -3.11, -7.11)
H (-1.89, -1.53, -6.31)
H (-1.92, -2.83, -5.36)
H (0.16, -4.13, -7.40)
C (-3.54, 6.50, -4.73)
C (-4.04, 5.81, -3.51)
C (-3.11, 5.65, -2.36)
O (-5.09, 6.54, -2.99)
H (-3.02, 5.74, -5.33)
H (-2.87, 7.29, -4.39)
H (-4.24, 7.06, -5.34)
H (-4.46, 4.82, -3.74)
H (-2.80, 6.53, -1.79)
H (-2.22, 5.05, -2.56)
H (-3.50, 4.96, -1.61)
H (-5.63, 6.05, -2.37)
C (4.97, -1.92, -0.30)
C (5.61, -0.61, -0.44)
C (5.59, 0.23, 0.80)
O (6.96, -0.73, -0.84)
H (4.64, -2.23, -1.30)
H (4.10, -1.99, 0.35)
H (5.65, -2.72, 0.00)
H (5.09, -0.13, -1.27)
H (4.51, 0.29, 0.95)
H (5.95, 1.22, 0.53)
H (6.05, -0.25, 1.66)
H (7.34, 0.13, -0.98)
C (-4.83, -0.19, 4.38)
C (-4.18, 0.88, 3.50)
C (-4.91, 2.24, 3.58)
O (-2.86, 1.11, 3.84)
H (-5.11, -1.10, 3.86)
H (-5.71, 0.13, 4.94)
H (-4.18, -0.49, 5.21)
H (-4.22, 0.47, 2.49)
H (-4.48, 3.02, 2.96)
H (-4.87, 2.69, 4.57)
H (-5.89, 2.18, 3.10)
H (-2.72, 1.95, 4.29)
C (-5.22, 0.55, -0.62)
C (-6.14, 1.25, -1.72)
C (-7.29, 0.55, -2.42)
O (-6.66, 2.50, -1.16)
H (-4.29, 1.07, -0.40)
H (-4.98, -0.37, -1.15)
H (-5.61, 0.34, 0.37)
H (-5.48, 1.58, -2.53)
H (-8.12, 0.47, -1.71)
H (-6.90, -0.27, -3.02)
H (-7.61, 1.12, -3.29)
H (-7.20, 2.92, -1.83)
C (0.56, -5.15, 2.86)
C (1.48, -5.79, 1.88)
C (2.13, -7.08, 2.27)
O (0.70, -6.08, 0.70)
H (-0.05, -4.39, 2.38)
H (1.18, -4.52, 3.49)
H (0.01, -5.98, 3.31)
H (2.32, -5.19, 1.54)
H (1.49, -7.93, 2.01)
H (2.38, -7.16, 3.33)
H (3.04, -7.27, 1.70)
H (-0.08, -5.52, 0.67)
C (-3.87, -4.24, -0.63)
C (-2.98, -4.69, 0.58)
C (-3.67, -5.96, 1.05)
O (-1.73, -5.11, 0.05)
H (-3.41, -4.39, -1.61)
H (-4.29, -3.25, -0.45)
H (-4.81, -4.79, -0.61)
H (-3.13, -3.90, 1.32)
H (-3.57, -6.72, 0.27)
H (-4.71, -5.68, 1.19)
H (-3.33, -6.40, 1.99)
H (-1.69, -5.41, -0.86)
C (1.99, -6.11, -4.31)
C (2.09, -5.72, -2.93)
C (2.71, -4.39, -2.50)
O (0.94, -5.80, -2.16)
H (2.86, -5.90, -4.93)
H (1.16, -5.55, -4.72)
H (1.73, -7.17, -4.35)
H (2.73, -6.52, -2.54)
H (2.06, -3.56, -2.75)
H (3.68, -4.26, -2.98)
H (2.83, -4.41, -1.41)
H (1.10, -6.19, -1.29)